1.
{
  "formula": "C5H13N2O",
  "method": "ωB97M-V/def2-TZVPD",
  "fmax_ev_per_a": 7.20,
  "charge": -1,
  "e_tot_ha": -382.8514,
  "orbital_gap_ev": 4.256,
  "species": ["C", "N", "C", "N", "C", "C", "C", "O", "H", "H", "H", "H", "H", "H", "H", "H", "H", "H", "H", "H", "H"],
  "coordinates": [[0.209, 0.072, 0.533], [1.534, -0.523, 0.867], [2.577, 0.261, 0.161], [2.754, -0.221, -1.066], [-1.001, -0.797, 0.891], [-2.022, -0.972, -0.225], [-2.516, 0.433, -0.696], [-2.691, 1.334, 0.278], [0.182, 1.026, 1.068], [0.158, 0.412, -0.512], [1.602, -1.401, 0.350], [2.005, 1.464, 0.058], [3.480, 0.258, 0.782], [2.223, 2.266, -0.166], [3.037, 0.549, -1.675], [-1.421, -0.275, 1.749], [-0.598, -1.759, 1.237], [-1.568, -1.582, -1.018], [-2.859, -1.573, 0.156], [-3.399, 0.285, -1.376], [-1.685, 0.745, -1.394]]
}

2.
{
  "formula": "C5H4O",
  "method": "ωB97M-V/def2-TZVPD",
  "fmax_ev_per_a": 0.90,
  "e_tot_ha": -267.9395,
  "orbital_gap_ev": 9.240,
  "species": ["O", "C", "C", "C", "C", "C", "H", "H", "H", "H"],
  "coordinates": [[-2.288, -0.047, -0.848], [-1.365, -0.700, -0.009], [0.010, -0.221, -0.124], [1.155, 0.212, -0.125], [2.600, 0.692, -0.856], [2.423, 0.700, 0.431], [-2.139, 0.905, -0.772], [-1.438, -1.767, -0.238], [-1.608, -0.579, 1.063], [2.649, 0.807, 1.477]]
}

3.
{
  "formula": "C3H11NO3",
  "method": "ωB97M-V/def2-TZVPD",
  "fmax_ev_per_a": 2.43,
  "e_tot_ha": -401.3419,
  "orbital_gap_ev": 10.381,
  "smiles": "NC(CO)CO.O",
  "species": ["N", "C", "C", "O", "C", "O", "H", "H", "H", "H", "H", "H", "H", "H", "H", "O", "H", "H"],
  "coordinates": [[-0.189, -0.558, 0.978], [-0.324, -0.290, -0.488], [-1.698, 0.334, -0.769], [-2.651, -0.586, -0.189], [0.883, 0.563, -0.919], [2.179, -0.084, -0.913], [-1.134, -0.453, 1.295], [0.037, -1.583, 1.068], [-0.247, -1.199, -1.005], [-1.807, 0.483, -1.901], [-1.873, 1.377, -0.344], [-2.946, -1.249, -0.830], [0.922, 1.420, -0.316], [0.696, 0.947, -1.950], [2.341, -0.415, -0.009], [2.214, 0.180, 1.895], [2.371, 0.680, 2.697], [1.227, 0.433, 1.700]]
}

4.
{
  "formula": "C28H32F12N4O5W",
  "method": "ωB97M-V/def2-TZVPD",
  "fmax_ev_per_a": 0.22,
  "charge": 2,
  "e_tot_ha": -2946.5373,
  "orbital_gap_ev": 6.531,
  "species": ["W", "N", "C", "C", "N", "C", "C", "N", "H", "H", "H", "H", "H", "H", "H", "H", "H", "H", "H", "H", "H", "C", "C", "C", "C", "C", "N", "C", "C", "C", "C", "C", "C", "C", "C", "O", "C", "F", "F", "F", "C", "F", "F", "F", "C", "C", "C", "O", "C", "F", "F", "F", "C", "F", "F", "F", "H", "H", "H", "H", "H", "H", "H", "H", "H", "H", "H", "H", "C", "C", "C", "O", "C", "O", "O", "H", "H", "H", "H", "H", "H", "H"],
  "coordinates": [[0.501, 0.636, 0.644], [2.414, 0.581, -0.630], [3.577, -0.044, 0.042], [3.037, -1.237, 0.786], [1.983, -0.738, 1.710], [2.621, -0.260, 2.979], [1.539, 0.061, 3.970], [0.707, 1.100, 3.356], [2.604, 1.564, -0.809], [2.282, 0.134, -1.533], [4.329, -0.338, -0.689], [4.022, 0.684, 0.717], [2.583, -1.947, 0.102], [3.817, -1.750, 1.349], [1.398, -1.536, 1.965], [3.287, -1.041, 3.349], [3.210, 0.628, 2.752], [0.935, -0.822, 4.174], [1.978, 0.378, 4.917], [-0.254, 1.046, 3.675], [1.065, 2.005, 3.647], [-4.052, -5.045, -0.148], [-2.980, -4.000, -0.224], [-2.064, -3.949, -1.262], [-1.097, -2.963, -1.326], [-0.959, -1.971, -0.348], [0.080, -0.948, -0.511], [0.592, -0.946, -1.864], [1.454, -1.951, -2.290], [1.925, -1.989, -3.592], [1.535, -1.023, -4.513], [1.974, -1.072, -5.946], [0.721, 0.013, -4.062], [0.272, 0.090, -2.746], [-0.460, 1.318, -2.223], [-0.149, 1.577, -0.863], [-0.002, 2.633, -2.927], [-0.566, 3.690, -2.350], [1.333, 2.742, -2.775], [-0.286, 2.682, -4.220], [-1.997, 1.145, -2.348], [-2.351, 1.113, -3.625], [-2.648, 2.135, -1.735], [-2.368, -0.006, -1.779], [-1.909, -2.007, 0.687], [-2.878, -3.003, 0.734], [-1.923, -0.980, 1.784], [-0.840, -0.117, 1.646], [-3.181, -0.055, 1.770], [-3.227, 0.704, 2.865], [-3.084, 0.773, 0.714], [-4.309, -0.733, 1.669], [-1.736, -1.644, 3.181], [-1.461, -0.739, 4.129], [-2.802, -2.325, 3.559], [-0.676, -2.472, 3.120], [-3.854, -5.863, -0.837], [-5.021, -4.615, -0.405], [-4.131, -5.452, 0.860], [-2.104, -4.684, -2.056], [-0.466, -2.981, -2.195], [1.714, -2.751, -1.609], [2.582, -2.793, -3.897], [2.753, -1.816, -6.099], [2.350, -0.104, -6.275], [1.131, -1.330, -6.590], [0.452, 0.781, -4.771], [-3.596, -3.003, 1.540], [-0.099, 4.655, 0.550], [0.031, 3.681, 1.711], [-0.466, 4.280, 3.011], [-0.693, 2.432, 1.446], [1.482, 3.227, 1.785], [2.333, 3.771, 2.413], [1.741, 2.132, 1.026], [-1.152, 4.865, 0.349], [0.369, 4.271, -0.350], [0.384, 5.592, 0.824], [-1.476, 4.667, 2.879], [0.188, 5.102, 3.297], [-0.482, 3.552, 3.822], [-1.488, 2.605, 0.918]]
}

Computed HOMO energy, in the same sequence as the records: -0.0831 -0.3436 -0.3586 -0.5186 Ha.
Computed relative energy (zero: lowest compared OMol25 entry of this formula, charge and spin), in the same sequence as the records: 5.780 4.703 1.937 0.000 eV.